No. 1
Here is 2 unconnected molecules or ions with the total composition C6H13NO from the OMol25 dataset. Energies are from the ωB97M-V functional and the def2-TZVPD basis.

Last column: Mulliken spin population.
Cartesian coordinates (Å):
O1 -1.2873 -0.8803 -0.4974  0.27
C1 -1.1559 -0.0352 -1.3722  0.42
C2 0.0746 -0.0927 -2.3145  0.05
C3 -0.4451 -0.3367 -3.7803  0.57
H1 -1.8907 0.7716 -1.4810  0.03
H2 0.7878 -0.8430 -1.9734  -0.08
H3 0.6013 0.8793 -2.2982  0.07
H4 -1.0572 -1.3149 -3.7930  -0.11
H5 0.3599 -0.3288 -4.5869  -0.21
H6 -1.1245 0.5323 -4.0445  -0.03
C4 1.7716 0.4893 1.6452  0.03
C5 0.7129 0.5891 2.7491  0.04
C6 -1.1986 -0.8108 2.8746  -0.01
N1 0.0895 -0.7499 2.9673  0.01
H7 2.2022 1.4779 1.4615  -0.01
H8 2.6017 -0.1361 1.9790  0.00
H9 1.3701 0.1449 0.6607  -0.02
H10 -0.0575 1.3235 2.4177  -0.01
H11 1.0763 1.0650 3.6841  0.01
H12 -1.8328 0.0808 2.7241  0.01
H13 -1.5982 -1.8254 2.9782  0.00

Cartesian forces, eV/Å:
O -0.6862 -2.7961 3.0732
C 1.6787 1.7021 -2.4450
C -1.4498 0.9834 -0.6123
C -0.3038 -0.1290 -0.1874
H 0.0416 0.4684 -0.3588
H -0.2218 -0.2177 0.0106
H 0.0601 -0.0888 -0.2122
H 0.9406 1.5169 -0.1993
H -0.5988 -0.2599 0.7763
H 0.5450 -1.1269 0.3017
C 0.0858 0.2421 -0.1300
C -1.2217 0.2025 -0.6379
C 2.4398 -0.0973 0.2487
N -1.3775 1.0155 0.0793
H -0.0656 0.0822 0.0509
H -0.1052 -0.2369 -0.1725
H 0.0536 0.0102 0.9984
H 0.1579 -0.4334 -0.0379
H 0.2771 -0.8457 -0.2860
H 0.1227 -0.4998 -0.1673
H -0.3724 0.5081 -0.0924

relative energy (zero: lowest compared OMol25 entry of this formula, charge and spin): 42.5 kcal per mole
net charge: -1
multiplicity: 2
M: 115.2 g mol⁻¹

***

No. 2
Here is a single C6H13NO molecule from the OMol25 dataset. Energies are from the ωB97M-V functional and the def2-TZVPD basis.

Last column: Mulliken charge in e.
Cartesian coordinates (Å):
C1 -0.7791 -0.1382 0.6608  -0.29
C2 -0.0173 -0.2869 -2.1401  -1.02
C3 -0.9971 1.7189 -1.3045  -1.01
C4 0.4632 -0.7315 2.6122  -1.28
N1 -0.7559 0.3112 -1.0623  -0.02
C5 0.6184 -0.3084 0.8312  0.71
C6 1.8658 -0.2570 0.4066  -0.80
O1 -1.5868 -1.2406 0.7561  -0.47
H1 -1.1764 -1.9398 0.2256  0.37
H2 -1.1942 0.7302 1.1652  0.37
H3 0.1287 -1.3585 -1.9675  0.27
H4 -0.5647 -0.1978 -3.0927  0.33
H5 -1.5247 1.8972 -2.2538  0.32
H6 -1.6386 2.1560 -0.5313  0.30
H7 -0.0549 2.2976 -1.3270  0.30
H8 0.9543 0.1955 -2.3442  0.31
H9 -0.5305 -0.7559 3.0598  0.33
H10 1.0538 0.0239 3.1304  0.38
H11 0.9146 -1.7219 2.6809  0.36
H12 2.1329 0.1371 -0.5652  0.22
H13 2.6888 -0.5312 1.0597  0.30

Cartesian forces, eV/Å:
C -0.1307 1.1277 -6.9428
C 0.0612 -0.3605 0.3290
C 0.1255 -0.1002 0.3278
C 1.5214 0.2227 -2.1441
N -1.9401 0.7551 1.8330
C 0.8059 -1.7139 6.9518
C -0.5621 0.5077 -0.5538
O 0.2549 -0.0075 0.2999
H -0.1703 0.0956 0.1540
H -0.0916 -0.1458 -0.1302
H 0.1914 0.1038 -0.0198
H -0.1809 -0.0165 0.2580
H 0.1652 -0.1601 0.0140
H 0.1227 -0.1151 0.0050
H -0.1105 0.1258 -0.0861
H 0.1326 -0.1292 0.1430
H -0.0853 0.0540 -0.6093
H 0.1382 -0.1773 -0.0046
H 0.0315 0.1142 0.2821
H -0.0710 -0.2396 -0.1517
H -0.2082 0.0592 0.0449

relative energy (zero: lowest compared OMol25 entry of this formula, charge and spin): 115.5 kcal per mole
M: 115.2 g mol⁻¹
SMILES: C=C(C)[C@H](O)N(C)C

***

No. 3
Here is 2 unconnected molecules or ions with the total composition C6H13NO from the OMol25 dataset. Energies are from the ωB97M-V functional and the def2-TZVPD basis.

Last column: Mulliken charge in e.
Cartesian coordinates (Å):
C1 -1.4005 -1.4935 -0.8780  -1.43
N1 1.4380 -2.1556 -1.4195  -0.51
C2 1.0464 -0.9720 -0.8133  -0.30
C3 -0.2028 -0.6309 -0.5157  0.54
C4 -0.5318 0.5697 0.2659  -0.81
C5 -0.4648 1.8333 -0.1538  0.26
C6 -0.7771 3.0226 0.7014  -1.18
H1 -2.2472 -0.8349 -1.1015  0.32
H2 -1.7003 -2.0637 0.0042  0.29
H3 -1.2311 -2.2180 -1.6680  0.45
H4 0.7554 -2.6953 -1.9243  0.17
H5 2.3306 -2.1780 -1.8888  0.21
H6 1.8285 -0.3105 -0.4688  0.45
H7 -0.8515 0.4236 1.2926  0.23
H8 -0.0522 2.0033 -1.1380  0.38
H9 -1.1175 2.7000 1.6762  0.33
H10 -1.6148 3.6076 0.2856  0.30
H11 0.0772 3.7003 0.7273  0.30
H12 1.6936 -0.0155 2.1419  0.31
H13 1.6884 -1.5395 2.2148  0.32
O1 1.3335 -0.7529 2.6598  -0.64

Cartesian forces, eV/Å:
C 0.0431 0.4190 0.7610
N 0.6104 -0.4505 -0.2038
C -0.2075 0.2341 0.0863
C -0.6683 -0.4032 -0.4456
C 0.1296 0.6826 0.2252
C 0.4504 -0.4357 0.1974
C -0.5770 0.1273 -0.7366
H 0.1206 -0.2718 -0.2853
H -0.0668 -0.1211 0.0723
H 0.0030 0.1151 -0.2624
H -0.1786 0.1681 0.0965
H -0.0960 0.2274 0.1332
H 0.3357 -0.1029 -0.1606
H -0.2584 -0.2487 0.0992
H -0.1476 0.1807 -0.3197
H 0.2882 0.0621 0.4092
H 0.2680 -0.1531 -0.0649
H -0.0078 -0.0251 0.3609
H -0.2376 -0.2500 0.2010
H -0.2358 0.3057 0.1719
O 0.4323 -0.0599 -0.3353

relative energy (zero: lowest compared OMol25 entry of this formula, charge and spin): 40.6 kcal per mole
M: 115.2 g mol⁻¹
SMILES: C/C=C/C(C)=C/N.O

***

No. 4
Here is a single C6H13NO molecule from the OMol25 dataset. Energies are from the ωB97M-V functional and the def2-TZVPD basis.

Last column: Mulliken charge in e.
Cartesian coordinates (Å):
C1 0.9640 0.6576 0.2678  0.68
C2 -2.0206 0.2066 0.1470  -0.76
C3 -1.3835 -2.1723 -0.4626  -1.30
C4 1.8559 1.0326 -0.9179  -1.48
C5 1.8063 0.4426 1.5261  -1.52
C6 -0.9063 -0.8077 -0.0834  0.93
O1 -2.3761 0.8535 -1.0611  -0.50
N1 0.3313 -0.5929 -0.0482  -0.53
H1 -1.5890 1.2702 -1.4298  0.36
H2 0.2560 1.4823 0.4517  0.30
H3 -2.9248 -0.3084 0.4816  0.33
H4 -1.7375 0.9427 0.9138  0.32
H5 -1.8882 -2.6328 0.3865  0.30
H6 -2.1006 -2.0905 -1.2778  0.32
H7 -0.5433 -2.7928 -0.7621  0.38
H8 2.3898 1.9554 -0.7114  0.41
H9 2.3677 1.3450 1.7602  0.40
H10 2.5719 0.2315 -1.0980  0.33
H11 1.2639 1.1619 -1.8178  0.33
H12 2.4988 -0.3796 1.3642  0.36
H13 1.1643 0.1953 2.3712  0.34

Cartesian forces, eV/Å:
C 0.1613 0.3178 0.0987
C 0.2510 0.1773 0.3907
C 0.0585 -0.1026 -0.0179
C -0.1330 -0.1088 0.2759
C -0.2539 0.1693 -0.1290
C -0.5500 0.0789 -0.0354
O -0.0277 0.1118 -0.2971
N 0.4727 -0.4032 -0.1000
H -0.0455 -0.0279 0.0365
H 0.0170 -0.0684 -0.0131
H 0.1432 0.0606 0.0190
H -0.0765 -0.1716 -0.0838
H -0.1086 -0.0840 0.0301
H -0.1071 -0.0729 -0.0662
H -0.0164 -0.0217 -0.0129
H 0.0969 0.1309 -0.0064
H 0.0613 0.0520 0.0674
H 0.0413 -0.0014 -0.0098
H -0.0881 0.0511 -0.1961
H 0.0690 -0.0768 -0.0082
H 0.0346 -0.0105 0.0577

relative energy (zero: lowest compared OMol25 entry of this formula, charge and spin): 29.9 kcal per mole
M: 115.2 g mol⁻¹
SMILES: C/C(CO)=N/C(C)C

***

No. 5
Here is a single C6H13NO molecule from the OMol25 dataset. Energies are from the ωB97M-V functional and the def2-TZVPD basis.

Last column: Mulliken charge in e.
Cartesian coordinates (Å):
C1 0.3684 0.7960 0.0976  0.93
C2 1.5959 -0.1159 -0.0147  -0.99
C3 0.7720 -1.3139 -0.5096  -0.83
C4 0.2604 1.8101 -1.0311  -1.85
C5 -0.9109 -1.1728 1.4076  -1.68
C6 -0.5522 -0.7255 0.0007  0.85
O1 0.3333 1.4430 1.3482  -0.60
N1 -1.6718 -0.8538 -0.8786  -0.78
H1 -0.4459 2.0088 1.3860  0.32
H2 -1.0936 0.0458 -1.2786  0.47
H3 -2.5101 -0.4770 -0.4429  0.33
H4 2.3840 0.2335 -0.6817  0.36
H5 2.0296 -0.2848 0.9692  0.31
H6 1.0316 -2.2838 -0.0868  0.33
H7 0.7538 -1.3945 -1.5955  0.30
H8 1.0393 2.5682 -0.9293  0.39
H9 -0.7214 2.2904 -1.0242  0.48
H10 0.3602 1.3120 -1.9948  0.48
H11 -1.2076 -2.2213 1.3734  0.46
H12 -1.7457 -0.5910 1.7974  0.38
H13 -0.0691 -1.0735 2.0878  0.33

Cartesian forces, eV/Å:
C -0.3529 -1.5062 0.3414
C 0.0577 -0.0267 0.0005
C -0.1172 -0.0313 0.0747
C -0.5458 -0.5846 0.0743
C 0.4505 0.0513 -0.1101
C 1.7216 0.5683 2.8858
O -0.1272 0.0513 0.0798
N 2.4102 3.3673 -2.1207
H 0.0281 0.0020 0.0077
H -3.6714 -2.1541 -1.1614
H 0.0909 0.1868 0.0690
H 0.0209 0.0406 -0.0002
H -0.0252 -0.0103 0.0454
H -0.0007 -0.0867 -0.0799
H 0.0374 -0.0041 -0.0825
H -0.0327 -0.1158 0.0117
H -0.0107 0.1715 0.0030
H 0.1372 0.0644 -0.1931
H -0.0558 -0.0863 -0.0448
H -0.0150 0.0761 0.0652
H 0.0001 0.0266 0.1341

relative energy (zero: lowest compared OMol25 entry of this formula, charge and spin): 63.7 kcal per mole
M: 115.2 g mol⁻¹
SMILES: C[C@]1(N)CC[C@]1(C)O

***

No. 6
Here is a single C6H13NO molecule from the OMol25 dataset. Energies are from the ωB97M-V functional and the def2-TZVPD basis.

Last column: Mulliken charge in e.
Cartesian coordinates (Å):
C1 -0.9403 0.6408 -0.1228  -0.15
C2 0.7200 0.5645 0.5755  0.55
C3 -2.1959 -0.1334 0.7312  -0.29
C4 -0.4684 -1.1833 -1.6388  -0.87
C5 1.7036 1.5145 -0.0659  -1.32
C6 1.2440 -0.8139 0.8830  -1.46
N1 -0.4659 0.2023 -1.2726  -0.31
O1 -3.2278 0.3528 0.0966  -0.51
H1 -1.1375 1.7130 -0.1239  0.49
H2 0.3164 1.0043 1.4908  0.29
H3 -2.0311 -1.2284 0.6842  0.23
H4 -2.0364 0.1842 1.7851  0.29
H5 0.2970 -1.3531 -2.3967  0.28
H6 -0.3765 -1.9155 -0.8330  0.34
H7 -1.4435 -1.3590 -2.1147  0.32
H8 1.9652 -0.7149 1.7008  0.42
H9 2.4727 1.7661 0.6720  0.40
H10 1.2154 2.4378 -0.3739  0.36
H11 2.1879 1.0672 -0.9319  0.30
H12 0.4529 -1.4803 1.2261  0.34
H13 1.7481 -1.2658 0.0287  0.31

Cartesian forces, eV/Å:
C 1.6776 -0.4222 1.1046
C -2.0717 0.4415 1.4926
C 1.1040 0.1690 0.0363
C -0.2808 0.1262 -0.0908
C -0.2492 -0.0876 -0.0984
C -0.0618 0.0283 -0.0265
N -0.4313 -0.4347 -2.3608
O -0.0204 -0.0698 0.1447
H -0.1855 0.0044 0.0791
H 0.5523 0.0491 0.3614
H 0.0130 0.1875 -0.3292
H -0.0944 0.2125 -0.2225
H -0.0052 -0.0718 0.0770
H 0.0393 0.0906 0.0858
H 0.0100 -0.1071 -0.0234
H 0.0295 -0.0733 -0.1261
H -0.0584 -0.0401 -0.0560
H 0.0305 0.0198 -0.0344
H -0.0308 0.0112 -0.0552
H 0.0325 -0.0148 0.0255
H 0.0007 -0.0187 0.0162

relative energy (zero: lowest compared OMol25 entry of this formula, charge and spin): 137.7 kcal per mole
M: 115.2 g mol⁻¹

***

No. 7
Here is a molecular structure, C6H13NO from the OMol25 dataset. Energies are from the ωB97M-V functional and the def2-TZVPD basis.

Last column: Mulliken charge in e.
Cartesian coordinates (Å):
C1 -2.6447 0.6158 0.5722  -0.58
O1 -3.3715 -0.2342 -0.3570  -0.52
C2 -1.1462 0.1517 0.7110  -0.42
C3 -0.5781 -0.2878 -0.6180  -0.93
C4 0.9835 -0.2349 -0.4512  0.28
C5 1.5922 -0.7256 0.7819  -0.50
N1 2.6670 0.1930 1.3466  -0.62
C6 1.8012 -0.2141 -1.6711  -0.91
H1 -2.6301 1.6185 0.1093  0.27
H2 -3.2275 0.6022 1.4881  0.35
H3 -2.7327 -0.5511 -0.9966  0.35
H4 -1.2739 -0.7151 1.3692  0.28
H5 -0.6036 0.8523 1.3289  0.42
H6 -0.8079 0.3523 -1.4636  0.51
H7 -0.7253 -1.3616 -0.7877  0.33
H8 2.0733 -1.6928 0.8920  0.36
H9 2.5752 0.9322 0.6596  0.26
H10 2.3861 0.5078 2.2657  0.27
H11 1.5491 0.1977 -2.6294  0.37
H12 1.4146 0.7973 -0.8771  0.12
H13 2.6992 -0.8035 -1.6727  0.29

Cartesian forces, eV/Å:
C 0.7698 0.0710 -1.8545
O 0.1656 0.1949 0.8519
C -3.4830 -0.8543 0.9677
C 2.6386 -0.0890 1.0859
C -1.2791 -2.6590 -1.0444
C 2.2450 2.1498 0.3031
N -0.5999 -0.9743 -1.7440
C -0.0458 -1.1249 0.4555
H -0.2182 -0.0130 0.4776
H 0.2628 0.1292 0.1570
H -0.0606 -0.0755 -0.2027
H 0.6194 -0.1422 -0.1639
H 0.4616 0.4164 -0.4263
H -0.4359 -0.1056 -0.2527
H -0.5322 0.2795 -0.3449
H -1.5725 -0.7627 0.0018
H 0.7340 0.9797 0.9149
H -0.2112 0.2391 -0.1346
H -0.4960 0.8511 0.0679
H 0.5685 1.2192 0.5576
H 0.4690 0.2704 0.3271

relative energy (zero: lowest compared OMol25 entry of this formula, charge and spin): 191.3 kcal per mole
M: 115.2 g mol⁻¹

***

No. 8
Here is 2 unconnected molecules or ions with the total composition C6H13NO from the OMol25 dataset. Energies are from the ωB97M-V functional and the def2-TZVPD basis.

Last column: Mulliken charge in e.
Cartesian coordinates (Å):
C1 1.3958 2.1421 -2.2432  -1.21
C2 1.5787 1.0875 -1.1322  -0.24
N1 1.0437 -0.8491 0.9463  -0.53
C3 0.4966 -1.0189 -0.3366  0.01
C4 0.7051 -0.1293 -1.3038  -0.23
C5 -1.3531 -2.5258 0.2420  -0.61
C6 -0.3122 -2.2580 -0.5291  -0.52
H1 1.4406 3.1456 -1.8222  0.33
H2 2.1588 2.0243 -3.0121  0.28
H3 0.4292 1.9976 -2.7290  0.35
H4 1.3140 1.5443 -0.1826  0.32
H5 2.6187 0.7526 -1.0671  0.29
H6 1.9827 -0.4783 0.9637  0.22
H7 0.9010 -1.6478 1.5453  0.30
H8 0.2928 -0.3294 -2.2814  0.38
H9 -1.9525 -3.4148 0.1848  0.29
H10 -1.6378 -1.7809 0.9738  0.29
H11 0.0762 -2.9040 -1.3030  0.30
H12 -3.0897 1.7350 4.7522  0.32
H13 -4.4133 1.7550 4.0849  0.32
O1 -3.6752 1.1524 4.2494  -0.64

Cartesian forces, eV/Å:
C 0.1014 -0.5515 0.1652
C -0.5296 -0.1080 -0.2195
N -0.2384 -0.0994 -0.0119
C 0.0798 -0.0780 0.1373
C 0.3251 0.0190 -0.3127
C 0.0744 0.2759 0.0597
C 0.3449 0.4852 0.1112
H 0.0654 0.0358 -0.2013
H 0.0130 0.1607 -0.0322
H -0.0251 0.1787 0.0744
H 0.1211 0.0556 0.3136
H 0.1316 0.2419 0.0515
H -0.0998 -0.0284 0.1214
H 0.2530 0.0750 -0.0100
H -0.1123 -0.0106 -0.1311
H -0.0587 -0.2756 -0.1508
H -0.1472 -0.0573 0.1469
H -0.2995 -0.3121 -0.1085
H 0.1729 -0.3563 -0.0478
H -0.0732 -0.3528 -0.1672
O -0.0990 0.7026 0.2121

relative energy (zero: lowest compared OMol25 entry of this formula, charge and spin): 46.7 kcal per mole
M: 115.2 g mol⁻¹
SMILES: C=C/C(N)=C/CC.O